Below is a cluster of 11 separate species, C51H130N6O17 in total, with properties calculated with ωB97M-V/def2-TZVPD.

```
204
Properties=species:S:1:pos:R:3:forces:R:3
C 3.7483 -19.0379 10.6947 -0.919 -0.616 1.176
O 4.9470 -18.4781 11.0278 1.709 0.393 0.181
C 4.8560 -17.2140 11.6466 -0.170 -0.560 0.448
C 6.2641 -16.9062 12.0883 0.443 0.395 1.197
N 6.8455 -17.9528 12.9758 0.289 -2.474 -1.458
C 6.2086 -18.2348 14.2832 -0.311 2.756 -0.642
C 6.7294 -19.4535 14.9280 0.186 -1.234 -0.198
O 6.2940 -20.5996 14.2173 -0.772 0.210 -0.965
C 6.7308 -21.8107 14.7408 0.711 -0.027 1.334
H 3.2229 -19.3457 11.6510 0.367 -0.575 -1.139
H 3.9400 -19.7662 9.9098 -0.292 -0.558 0.506
H 3.1069 -18.3081 10.2843 -1.018 1.091 -0.840
H 4.1952 -17.2721 12.5448 0.048 0.148 -0.642
H 4.4639 -16.5250 10.8927 -0.057 0.409 0.347
H 6.3735 -15.9606 12.6684 -0.494 -0.398 -0.550
H 6.8859 -16.7822 11.1899 0.061 -0.288 0.357
H 6.8021 -18.8989 12.4624 0.158 2.018 0.727
H 5.1296 -18.2318 14.1911 -0.522 -0.489 0.042
H 6.4059 -17.3361 14.9065 0.129 -0.560 0.059
H 6.3779 -19.5751 15.9479 0.135 0.378 0.490
H 7.8105 -19.4308 14.8665 0.577 0.053 0.422
H 6.2836 -22.6574 14.2510 -0.103 -0.080 -0.691
H 6.4396 -21.9446 15.7956 0.040 0.427 -0.066
H 7.8301 -21.8797 14.7515 -0.193 -0.095 -0.316
C 8.2594 -25.0345 14.8419 -1.092 -0.405 -0.065
O 7.7010 -24.3395 15.9298 0.053 0.831 0.172
C 7.1605 -25.1674 16.9398 -0.410 0.091 -0.823
C 6.4399 -24.4446 18.0504 -0.297 0.522 -0.936
N 5.2578 -23.7351 17.5350 0.259 -1.115 0.595
C 4.3523 -23.3641 18.6114 0.746 -0.617 0.633
C 3.4129 -22.3110 18.1433 -0.879 1.342 0.358
O 4.1819 -21.2075 17.6543 0.038 -0.028 0.306
C 3.4786 -20.6024 16.6089 2.513 0.868 -1.382
H 7.6737 -25.9202 14.5688 -0.367 0.097 0.009
H 9.2117 -25.4289 15.0830 1.396 -0.193 0.272
H 8.3100 -24.3999 13.9608 0.071 0.269 0.163
H 7.8998 -25.7982 17.3853 0.948 -0.527 0.274
H 6.4535 -25.7988 16.4113 -0.447 -0.460 0.238
H 7.0985 -23.8001 18.6526 0.075 0.014 -0.149
H 6.1398 -25.2562 18.7039 -0.397 -0.064 0.295
H 5.5261 -22.9514 16.9693 0.081 0.347 0.120
H 4.9331 -22.9594 19.4875 -0.531 -0.377 -0.383
H 3.8104 -24.3027 18.9069 0.303 0.966 0.074
H 2.7655 -21.8741 18.9971 0.563 -1.126 -1.334
H 2.8415 -22.6512 17.2582 -0.238 -0.278 0.787
H 3.6142 -21.1426 15.6797 -0.179 -0.660 -0.315
H 3.9274 -19.6335 16.3449 -0.095 -0.028 0.613
H 2.4671 -20.4829 16.7918 -2.143 0.308 0.597
C 6.2732 -17.5446 19.7325 -0.541 1.705 -0.397
O 7.0225 -18.6225 19.3464 0.816 -2.201 1.288
C 6.7482 -19.7357 20.2324 -0.323 -1.331 -1.681
C 7.2462 -19.6731 21.6165 1.343 0.689 1.484
N 8.7012 -19.8389 21.7788 0.053 -0.460 -1.079
C 9.2268 -19.4033 23.0467 -0.573 1.284 1.061
C 10.7453 -19.4137 23.0502 0.581 -1.218 0.121
O 11.3205 -18.7782 21.9128 -0.388 0.713 0.373
C 11.5296 -17.4030 22.1521 0.966 0.505 2.129
H 6.7818 -16.6493 19.3463 -0.567 -0.154 -0.122
H 6.1870 -17.4289 20.7959 0.198 0.086 0.786
H 5.2444 -17.6738 19.3921 -0.202 0.364 -0.387
H 7.2087 -20.6140 19.7523 -0.299 0.175 -0.094
H 5.6600 -19.9224 20.3144 0.260 0.192 -0.442
H 6.7742 -20.4013 22.2981 -0.140 0.161 -0.562
H 7.0299 -18.6941 21.9928 -0.531 0.758 0.599
H 9.2336 -19.5160 20.9642 -0.312 0.123 0.680
H 8.8102 -20.0873 23.8170 0.529 0.228 -0.209
H 8.8559 -18.3804 23.3960 0.235 -0.800 -0.762
H 11.1133 -20.4497 22.9924 -0.188 0.256 -0.063
H 11.1612 -19.0137 23.9957 -0.285 0.113 -0.386
H 11.9217 -16.9021 21.2854 0.014 -0.161 -0.418
H 12.2995 -17.2672 23.0054 -0.829 -0.261 -1.210
H 10.6555 -16.8391 22.5268 -0.100 -0.456 -0.392
C 10.4656 -19.5047 13.3397 -1.464 2.387 0.178
O 10.7184 -20.3993 14.3890 0.307 -0.189 -0.395
C 11.6510 -21.3658 13.9400 -0.259 -1.602 -0.844
C 12.2796 -22.1328 15.0797 -0.297 -0.213 -0.888
N 13.1332 -21.2698 15.8494 0.236 0.778 0.376
C 13.7488 -21.9597 17.0023 0.103 1.646 -0.306
C 15.2615 -22.1403 16.7470 -1.360 -1.072 0.912
O 15.4210 -22.9566 15.6317 -1.201 -0.948 -0.608
C 16.5951 -22.9783 14.8955 0.580 0.247 -1.114
H 9.9831 -19.9315 12.4397 0.128 -0.300 0.491
H 11.3524 -18.9443 12.9876 0.019 -0.474 0.290
H 9.7562 -18.6939 13.7461 0.869 -1.243 -0.574
H 12.4791 -20.8801 13.4512 0.288 0.483 -0.590
H 11.1648 -22.0915 13.1758 0.546 1.069 1.147
H 12.8895 -22.9403 14.6431 -0.172 0.224 0.147
H 11.4877 -22.5690 15.6705 -0.134 -0.379 0.363
H 12.5979 -20.4535 16.1747 0.170 -0.657 0.004
H 13.1555 -22.8649 17.1657 0.601 -0.219 0.334
H 13.6170 -21.2626 17.8651 0.317 -0.762 -0.326
H 15.6727 -22.5745 17.6592 0.364 -0.371 0.148
H 15.7358 -21.2054 16.6270 0.344 1.342 -0.349
H 17.0206 -23.9943 14.8446 -0.235 0.239 0.098
H 17.3205 -22.3307 15.3457 0.716 0.414 0.304
H 16.4755 -22.6018 13.8332 -0.259 -0.394 1.088
C 17.6214 -20.3552 18.3876 -0.122 0.588 0.640
O 16.3793 -19.8001 18.7792 -0.406 -1.028 0.634
C 16.2747 -18.3937 18.7119 0.209 -0.163 -1.433
C 14.8636 -17.9326 19.0979 0.470 -0.160 1.537
N 14.7726 -16.4875 18.8843 -0.390 -0.349 -0.859
C 13.7843 -15.7569 19.6260 -2.365 0.120 0.899
C 13.4923 -14.4494 18.9412 0.045 0.118 -0.553
O 13.1243 -14.8024 17.5909 0.474 0.469 0.944
C 13.3488 -13.7476 16.6784 0.445 -1.188 -0.261
H 17.8810 -21.2302 18.9713 -0.587 -0.454 0.097
H 18.4126 -19.6785 18.6400 0.650 0.761 -0.095
H 17.6689 -20.5869 17.3373 -0.062 -0.038 -0.550
H 16.3186 -18.1566 17.6258 0.619 0.450 0.453
H 17.1431 -17.9478 19.2601 -0.969 0.131 -0.268
H 14.6722 -18.1647 20.1619 0.112 0.160 -0.271
H 14.1109 -18.5044 18.5427 0.081 -0.006 -0.169
H 14.4895 -16.3633 17.9036 0.394 0.085 0.428
H 14.0450 -15.5505 20.6739 0.375 -0.197 -0.223
H 12.6991 -16.1436 19.7049 1.519 -0.621 -0.372
H 14.4076 -13.8394 18.9564 -0.259 0.193 -0.266
H 12.6375 -13.9222 19.4266 0.664 -0.184 -0.208
H 12.7932 -12.8908 16.9797 -0.683 0.887 -0.059
H 13.0066 -14.1893 15.7392 0.086 0.654 -0.166
H 14.4126 -13.4580 16.6184 -0.215 -0.238 -0.017
C 9.0184 -15.1015 16.8272 0.624 0.287 0.100
O 8.5676 -16.1656 17.6423 0.909 -1.254 -0.925
C 9.0802 -17.4414 17.0778 -1.128 1.222 -0.139
C 10.5049 -17.6939 17.5345 -0.219 -0.410 0.118
N 10.9000 -19.1030 17.5941 -0.973 -0.499 -0.760
C 10.2453 -19.7641 18.7646 1.512 -0.332 -0.245
C 10.7774 -21.2124 18.8107 -0.611 0.617 1.494
O 10.6571 -21.7911 17.5571 0.015 -1.271 -0.359
C 9.3554 -21.9016 17.0054 0.544 0.798 -0.305
H 10.1455 -15.0020 16.7655 -0.944 -0.124 0.566
H 8.5854 -14.1622 17.2245 0.238 -0.485 -0.375
H 8.7130 -15.3238 15.8072 -0.313 0.474 -0.241
H 8.9809 -17.4480 15.9342 0.235 0.251 1.364
H 8.3905 -18.1736 17.4501 -0.260 -0.491 0.300
H 10.6712 -17.2662 18.5367 -0.149 0.049 -0.382
H 11.1029 -17.1832 16.8168 1.098 0.415 -0.298
H 10.6802 -19.5831 16.6618 0.209 0.728 1.848
H 9.1494 -19.7098 18.8001 0.101 -0.039 -0.305
H 10.6369 -19.2696 19.6734 -0.161 0.000 -0.413
H 10.2766 -21.7813 19.6718 0.229 0.421 -1.186
H 11.8530 -21.2133 19.0626 -0.431 0.143 -0.224
H 9.0265 -20.9066 16.6773 -0.335 -0.068 0.206
H 8.6412 -22.3467 17.6885 -0.150 -0.146 0.182
H 9.4434 -22.4857 16.0905 -0.039 -0.205 0.287
C 10.6214 -15.9091 11.7114 -1.053 -0.151 -0.118
C 10.2091 -15.7682 13.1548 0.434 -0.060 0.766
C 10.5902 -14.4501 13.7774 -0.839 1.169 0.338
O 8.8046 -15.8428 13.3763 -0.219 -0.847 -0.281
H 10.5645 -16.9600 11.4213 0.092 0.095 -0.232
H 11.5815 -15.4992 11.5090 1.130 -0.006 0.112
H 9.9656 -15.3221 11.0924 -0.599 0.133 -0.390
H 10.7981 -16.5461 13.6742 -0.578 -0.092 0.344
H 10.3485 -14.3904 14.8679 0.246 -0.134 -1.124
H 10.0546 -13.6315 13.2632 -0.173 -0.329 0.264
H 11.6095 -14.1754 13.6280 1.066 -0.213 0.025
H 8.3677 -16.6914 13.1009 0.715 0.352 0.272
C 14.7635 -22.2871 21.0106 1.624 0.115 -0.767
C 14.0815 -22.2513 22.3598 0.737 0.091 -0.460
C 14.6636 -21.2346 23.2949 0.396 0.588 1.519
O 12.7065 -22.0295 22.2580 -1.264 -0.309 -0.496
H 15.6102 -23.0078 20.9473 -0.232 0.451 0.656
H 15.1981 -21.3224 20.6803 -0.622 -0.337 -0.011
H 14.1279 -22.7180 20.2583 -0.732 0.236 -0.513
H 14.2485 -23.2407 22.7442 0.027 -0.609 0.810
H 14.3076 -21.3842 24.3352 0.166 -0.240 -0.493
H 14.4400 -20.1619 23.1314 -0.040 -0.646 -0.715
H 15.7544 -21.3521 23.3097 -0.173 0.096 0.036
H 12.3423 -22.7485 21.7088 0.039 0.534 0.321
C 12.6139 -26.4502 19.7245 1.077 0.056 -0.999
C 11.6964 -27.5417 19.2103 0.263 -1.310 0.069
C 10.3019 -27.5423 19.8453 0.898 0.939 -1.023
O 11.6514 -27.5209 17.7811 -0.182 0.172 -0.237
H 12.2150 -25.4760 19.4301 -0.058 0.055 0.020
H 13.6185 -26.5547 19.2213 -0.968 0.132 0.589
H 12.7584 -26.4421 20.7982 -0.077 -0.204 0.257
H 12.1510 -28.5502 19.3430 -0.131 0.689 0.440
H 9.9817 -26.5274 19.9920 -0.233 0.692 0.194
H 10.2223 -28.0491 20.7699 0.153 -0.610 0.968
H 9.6360 -27.9671 19.1378 -0.775 -0.701 -0.547
H 11.0213 -26.8788 17.4375 0.014 0.173 0.273
C 8.8538 -23.7984 24.5366 -0.310 0.122 -1.243
C 9.3071 -23.0498 23.2677 -0.813 0.565 -0.589
C 9.7340 -24.0016 22.1638 -0.442 -0.125 -0.145
O 8.1668 -22.2926 22.7239 1.445 0.799 0.008
H 8.3128 -23.0642 25.1119 -0.202 0.008 0.558
H 9.6799 -24.2290 25.1097 -0.088 0.104 -0.164
H 8.1529 -24.5987 24.2129 0.382 0.418 0.394
H 10.1106 -22.3098 23.5005 -0.323 -0.684 -0.063
H 10.0600 -23.4425 21.3138 -0.043 0.685 -0.833
H 8.8873 -24.6482 21.8104 0.790 0.424 0.602
H 10.6203 -24.5527 22.4140 0.281 -0.858 0.503
H 8.5437 -21.4386 22.2299 -0.589 -1.914 0.823
C 15.9359 -17.3408 14.7073 2.321 -0.823 -0.893
C 14.8666 -18.3207 15.0615 -0.700 0.293 1.174
C 13.4558 -17.7694 14.8677 -0.923 -0.154 -0.208
O 15.0377 -19.5641 14.4190 0.226 -0.078 0.112
H 15.8090 -16.4811 15.3045 -0.296 1.247 0.665
H 15.9421 -17.0345 13.6558 -0.186 -0.136 0.048
H 17.0084 -17.6822 14.9377 -1.580 0.047 -0.281
H 14.9038 -18.3540 16.1823 0.242 -0.835 -0.509
H 13.1450 -17.5350 13.8417 0.560 0.247 -0.039
H 13.1613 -16.9375 15.5433 0.498 -0.323 -0.358
H 12.8056 -18.6029 15.1179 -0.359 -0.089 0.273
H 14.4760 -20.2719 14.8282 0.000 0.600 0.033
```
Positions in Å, forces in eV/Å.

Summary:
Kohn-Sham gap   9.14 eV
M   1099.6 u
Largest force on an atom   3.0 eV Å⁻¹
E_LUMO   0.7 eV
SMILES   COCCNCCOC.COCCNCCOC.COCCNCCOC.COCCNCCOC.COCCNCCOC.COCCNCCOC.CC(C)O.CC(C)O.CC(C)O.CC(C)O.CC(C)O
Calculated total energy   -98733.2173 eV

Atom charges from the Löwdin analysis, given in e for atoms 1 to 99: atom 1 (C): -0.13, atom 2 (O): -0.21, atom 3 (C): -0.22, atom 4 (C): -0.19, atom 5 (N): -0.07, atom 6 (C): -0.19, atom 7 (C): -0.22, atom 8 (O): -0.17, atom 9 (C): -0.11, atom 10 (H): 0.11, atom 11 (H): 0.10, atom 12 (H): 0.06, atom 13 (H): 0.12, atom 14 (H): 0.13, atom 15 (H): 0.13, atom 16 (H): 0.13, atom 17 (H): 0.15, atom 18 (H): 0.10, atom 19 (H): 0.14, atom 20 (H): 0.12, atom 21 (H): 0.10, atom 22 (H): 0.09, atom 23 (H): 0.07, atom 24 (H): 0.08, atom 25 (C): -0.10, atom 26 (O): -0.22, atom 27 (C): -0.22, atom 28 (C): -0.19, atom 29 (N): -0.04, atom 30 (C): -0.23, atom 31 (C): -0.22, atom 32 (O): -0.21, atom 33 (C): -0.12, atom 34 (H): 0.09, atom 35 (H): 0.07, atom 36 (H): 0.09, atom 37 (H): 0.11, atom 38 (H): 0.12, atom 39 (H): 0.11, atom 40 (H): 0.12, atom 41 (H): 0.06, atom 42 (H): 0.13, atom 43 (H): 0.14, atom 44 (H): 0.15, atom 45 (H): 0.12, atom 46 (H): 0.09, atom 47 (H): 0.09, atom 48 (H): 0.06, atom 49 (C): -0.13, atom 50 (O): -0.19, atom 51 (C): -0.19, atom 52 (C): -0.19, atom 53 (N): -0.07, atom 54 (C): -0.21, atom 55 (C): -0.21, atom 56 (O): -0.20, atom 57 (C): -0.11, atom 58 (H): 0.09, atom 59 (H): 0.07, atom 60 (H): 0.09, atom 61 (H): 0.13, atom 62 (H): 0.13, atom 63 (H): 0.14, atom 64 (H): 0.10, atom 65 (H): 0.10, atom 66 (H): 0.13, atom 67 (H): 0.13, atom 68 (H): 0.09, atom 69 (H): 0.13, atom 70 (H): 0.04, atom 71 (H): 0.11, atom 72 (H): 0.09, atom 73 (C): -0.13, atom 74 (O): -0.20, atom 75 (C): -0.22, atom 76 (C): -0.21, atom 77 (N): -0.05, atom 78 (C): -0.14, atom 79 (C): -0.22, atom 80 (O): -0.18, atom 81 (C): -0.11, atom 82 (H): 0.10, atom 83 (H): 0.08, atom 84 (H): 0.09, atom 85 (H): 0.11, atom 86 (H): 0.15, atom 87 (H): 0.14, atom 88 (H): 0.09, atom 89 (H): 0.09, atom 90 (H): 0.12, atom 91 (H): 0.11, atom 92 (H): 0.12, atom 93 (H): 0.08, atom 94 (H): 0.09, atom 95 (H): 0.07, atom 96 (H): 0.11, atom 97 (C): -0.10, atom 98 (O): -0.22, atom 99 (C): -0.21